Record 1
The following is a quantum chemistry calculation of the ion C6H16N with charge +1 at a distorted geometry, from the Open Molecules 2025 dataset.

Geometry (Å):
1 C 1.969 -1.422 1.025
2 C 0.942 -0.369 0.716
3 C -0.344 -0.895 0.098
4 C -1.466 0.113 -0.276
5 C -1.532 1.343 0.620
6 C -1.435 0.499 -1.745
7 N 1.579 0.537 -0.352
8 H 1.773 -2.000 1.933
9 H 2.966 -0.991 1.167
10 H 2.067 -2.156 0.214
11 H 0.753 0.342 1.513
12 H -0.038 -1.424 -0.820
13 H -0.706 -1.694 0.744
14 H -2.363 -0.488 -0.130
15 H -0.551 1.821 0.676
16 H -2.231 2.076 0.241
17 H -1.787 1.072 1.640
18 H -0.704 1.278 -2.005
19 H -2.411 0.874 -2.050
20 H -1.282 -0.360 -2.389
21 H 2.512 0.868 -0.097
22 H 1.064 1.390 -0.580
23 H 1.699 0.032 -1.237

Values from the calculation:
Multiplicity   1
Charge   +1
Energy relative to the best compared isomer or geometry (same formula, charge and spin)   1.4 kcal per mole
Structure (SMILES)   CC(C)C[C@@H](C)[NH3+]
E_tot   -7965.372 eV

---

Record 2
The following is a quantum chemistry calculation of the ion C6H16N with charge +1 at a distorted geometry, from the Open Molecules 2025 dataset.

Geometry (Å):
1 C -0.318 -0.257 -2.188
2 C -0.394 0.423 -0.837
3 C -0.653 -0.561 0.310
4 C 0.549 -0.714 1.252
5 C 1.802 -1.183 0.547
6 C 0.821 0.582 2.034
7 N -1.610 1.385 -0.897
8 H -1.105 -1.002 -2.291
9 H 0.613 -0.821 -2.229
10 H -0.280 0.421 -3.033
11 H 0.425 1.100 -0.628
12 H -1.466 -0.173 0.932
13 H -0.922 -1.535 -0.099
14 H 0.227 -1.504 1.944
15 H 1.966 -0.776 -0.451
16 H 2.681 -0.937 1.151
17 H 1.866 -2.263 0.414
18 H -0.078 1.137 2.305
19 H 1.475 1.216 1.432
20 H 1.374 0.351 2.939
21 H -1.479 2.092 -1.622
22 H -1.721 1.823 0.018
23 H -2.485 0.892 -1.088

Values from the calculation:
Multiplicity   1
Charge   +1
Energy relative to the best compared isomer or geometry (same formula, charge and spin)   2.1 kcal per mole
Structure (SMILES)   CC(C)C[C@@H](C)[NH3+]
E_tot   -7965.340 eV

---

Record 3
The following is a quantum chemistry calculation of the ion C6H16N with charge +1 at a distorted geometry, from the Open Molecules 2025 dataset.

Geometry (Å):
1 C 0.147 1.016 -2.465
2 C -0.342 0.402 -1.095
3 C 0.438 0.952 0.031
4 C 0.298 0.206 1.462
5 C -1.135 0.105 2.001
6 C 1.124 -1.201 1.400
7 N -0.496 -1.129 -1.258
8 H -0.556 0.993 -3.216
9 H 1.099 0.440 -2.756
10 H 0.567 2.007 -2.166
11 H -1.329 0.732 -0.825
12 H 1.716 0.934 0.044
13 H 0.250 2.087 0.288
14 H 0.805 0.938 2.218
15 H -1.759 -0.349 1.278
16 H -0.915 -0.392 2.901
17 H -1.612 1.046 2.160
18 H 1.216 -1.534 0.263
19 H 0.421 -2.008 1.766
20 H 2.111 -1.244 1.763
21 H 0.048 -1.433 -1.980
22 H -1.535 -1.065 -1.535
23 H -0.561 -1.503 -0.280

Values from the calculation:
Multiplicity   1
Charge   +1
Energy relative to the best compared isomer or geometry (same formula, charge and spin)   65.1 kcal per mole
Structure (SMILES)   CC(C)C[C@@H](C)[NH3+]
E_tot   -7962.608 eV

---

Record 4
The following is a quantum chemistry calculation of a cluster of 3 separate species, C6H16N in total at a distorted geometry, from the Open Molecules 2025 dataset.

Geometry (Å):
1 C -0.537 0.520 -2.207
2 C -0.348 -0.581 -1.231
3 C -0.921 -0.671 0.010
4 C 0.776 -1.636 0.699
5 C -1.385 0.531 0.762
6 C -1.138 0.531 2.269
7 N 2.688 0.652 -0.752
8 H -0.637 1.509 -1.767
9 H -1.382 0.259 -2.852
10 H 0.311 0.589 -2.894
11 H 0.011 -1.439 -1.792
12 H -1.453 -1.594 0.253
13 H 0.337 -2.418 1.304
14 H 1.307 -0.822 1.169
15 H 1.364 -2.035 -0.119
16 H -2.469 0.665 0.684
17 H -1.006 1.464 0.342
18 H -0.112 0.281 2.549
19 H -1.731 -0.238 2.775
20 H -1.416 1.442 2.793
21 H 1.771 0.675 -0.321
22 H 3.372 1.048 -0.121
23 H 2.599 1.268 -1.552

Values from the calculation:
Multiplicity   1
Charge   +1
Energy relative to the best compared isomer or geometry (same formula, charge and spin)   82.2 kcal per mole
E_tot   -7961.869 eV